C6H14NO2P | ωB97M-V with the def2-TZVPD basis set

Atoms and positions in Å:
C (-0.58, -0.36, -2.76)
C (0.49, 0.24, -1.88)
P (-0.06, 0.18, -0.12)
C (1.47, 0.37, 0.88)
O (-0.82, -1.04, 0.21)
C (-1.04, 1.72, 0.16)
C (-1.70, 1.66, 1.53)
H (-0.78, -1.38, -2.45)
H (-1.51, 0.20, -2.68)
H (-0.27, -0.37, -3.81)
H (0.71, 1.27, -2.16)
H (1.42, -0.34, -1.95)
H (1.20, 0.34, 1.94)
H (2.12, -0.47, 0.67)
H (1.98, 1.30, 0.66)
H (-0.41, 2.60, 0.06)
H (-1.81, 1.75, -0.62)
H (-2.43, 2.45, 1.65)
H (-2.20, 0.70, 1.65)
H (-0.95, 1.75, 2.32)
C (0.67, -3.13, 1.62)
N (1.81, -3.24, 1.78)
O (2.95, -3.46, 2.02)
H (-0.25, -2.77, 1.28)

Computed properties:
**M**: 163.16 g mol⁻¹
**LUMO energy**: 0.703 eV
**SMILES**: CCP(C)(=O)CC.C#[N+][O-]
**HOMO-LUMO gap**: 0.3778 Eh
**F_max**: 1.9 eV/A
**Energy**: -21321.443 eV
**Relative energy (zero: lowest compared OMol25 entry of this formula, charge and spin)**: 1.748 eV

Mulliken atomic charge list, values in e, 6 entries: -1.20 -0.52 0.98 -1.25 -0.80 -0.49